No. 1
51
Properties=species:S:1:pos:R:3:forces:R:3:mulliken_spin:R:1 method="wB97M-V/def2-TZVPD" lumo_energy_ev="-8.78 / -12.88" multiplicity=5 homo_lumo_gap_ev="8.137 / 4.025" fmax_ev_per_a=1.5 relative_energy_kj_mol=62.1 total_charge=+3 homo_ev="-16.92 / -16.91" energy_ev=-81891.65970
Co -0.4409 0.2079 -0.3549 0.4 0.4 0.1 2.7766
C -2.7651 0.7305 -2.4242 -0.1 0.2 -0.3 0.0019
N -1.3241 0.5076 -2.4164 0.0 -0.4 0.4 0.0557
C -0.4806 1.3834 -3.2201 0.0 0.4 -0.4 0.0033
C 0.9161 1.0542 -2.8161 0.1 -0.2 0.3 0.0262
N 1.1562 0.3006 -1.7363 -0.9 0.2 -0.4 0.0535
C 2.5190 0.0814 -1.7321 1.2 0.0 -0.5 -0.0111
C 3.3373 -0.7337 -0.9354 -0.1 0.2 -0.3 -0.0007
C 4.6972 -0.7156 -1.1845 -0.1 0.0 0.1 -0.0021
C 5.2573 0.0688 -2.1979 -0.3 0.3 -0.4 0.0010
C 4.4566 0.8266 -3.0434 0.3 -0.2 0.2 -0.0007
C 3.0924 0.7953 -2.8103 0.1 -0.5 1.0 -0.0057
N 2.0343 1.3806 -3.4710 -0.3 0.1 -0.1 0.0042
C -3.2861 0.0430 -1.2090 -0.3 0.1 0.0 0.0572
N -2.4477 -0.4909 -0.3119 -0.3 -0.5 0.3 0.0776
C -3.2408 -1.0270 0.6707 -0.5 0.7 -1.2 0.1516
C -2.9230 -1.7439 1.8364 0.2 -0.4 0.9 0.2340
C -3.9652 -2.1257 2.6626 0.0 -0.1 0.1 -0.0475
C -5.2940 -1.8483 2.3371 0.6 -0.5 0.7 0.1876
C -5.6370 -1.1594 1.1708 0.3 0.6 -1.2 0.1541
C -4.5962 -0.7731 0.3463 -0.2 -0.5 0.8 -0.0325
N -4.5652 -0.1020 -0.8580 0.1 0.2 -0.4 0.0092
H -3.2518 0.3335 -3.3280 0.0 0.1 0.2 0.0028
H -2.9818 1.8049 -2.3782 0.0 -0.1 0.0 0.0035
H -1.1553 -0.4543 -2.7176 0.0 0.1 0.0 -0.0007
H -0.7214 2.4316 -3.0059 0.0 -0.1 0.0 -0.0040
H -0.6078 1.2256 -4.3020 0.0 0.1 0.2 -0.0010
H 2.9156 -1.4217 -0.2153 0.0 -0.1 0.1 0.0001
H 5.3500 -1.3359 -0.5931 0.1 -0.1 0.1 -0.0001
H 6.3255 0.0606 -2.3509 0.1 0.0 0.0 0.0000
H 4.8703 1.4092 -3.8507 0.1 0.0 -0.1 0.0000
H 2.1113 1.9443 -4.3095 -0.1 -0.1 0.1 0.0000
H -1.9042 -2.0329 2.0431 0.1 -0.1 0.0 0.0103
H -3.7568 -2.6896 3.5590 0.0 0.0 0.0 0.0014
H -6.0791 -2.2044 2.9861 -0.1 0.0 0.1 0.0011
H -6.6688 -0.9514 0.9316 -0.1 0.0 0.0 0.0006
H -5.3796 0.2086 -1.3740 0.1 0.1 -0.1 -0.0004
C 3.5948 -0.0821 3.3433 0.4 -0.2 0.1 0.0019
C 2.1518 0.1521 3.4609 -0.4 0.1 0.2 0.0014
N 1.4392 0.0346 4.5413 1.2 -0.3 0.7 0.0169
N 0.1730 0.3062 4.2321 -0.4 0.4 -1.3 0.0229
C 0.0455 0.5919 2.9296 0.3 -0.1 -0.1 -0.0155
S -1.2919 0.9570 1.9602 -0.5 -0.1 -0.3 0.2310
N 1.3057 0.4950 2.4200 -0.6 0.1 0.8 0.0028
N 1.5468 0.7409 1.0742 0.0 0.0 -0.2 0.0453
H 4.0431 0.0049 4.3313 0.0 0.1 0.0 -0.0001
H 4.0760 0.6224 2.6681 0.0 0.1 0.0 0.0000
H 3.7927 -1.0957 2.9922 0.0 0.0 -0.1 0.0006
H -0.5381 0.3131 4.9565 0.1 0.0 -0.2 -0.0017
H 2.3796 0.2292 0.7640 -0.2 0.2 0.2 -0.0111
H 1.7153 1.7421 0.9290 0.0 -0.2 0.1 -0.0015

---

No. 2
47
Properties=species:S:1:pos:R:3:forces:R:3:mulliken_charge:R:1 method="wB97M-V/def2-TZVPD" lumo_energy_ev=0.62 homo_lumo_gap_ev=8.410 smiles="O=C(CS(=O)(=O)Cc1ccccc1)N1CCN(c2ccccc2F)CC1" fmax_ev_per_a=1.1 relative_energy_kj_mol=82.1 homo_ev=-7.79 energy_ev=-42719.10326
O -1.1720 0.1152 -2.2380 -0.1 -0.3 -0.2 -0.6463
C -0.4002 0.8052 -1.5880 -0.2 0.3 -0.2 0.6517
C 1.0720 0.4969 -1.6039 -0.1 -0.9 0.5 -0.8605
S 1.2711 -0.7993 -0.3139 0.3 0.2 0.2 1.0072
O 0.5066 -0.3954 0.8384 -0.4 -0.1 0.0 -0.4682
O 2.6789 -1.0060 -0.1141 0.2 -0.2 -0.3 -0.6863
C 0.5052 -2.2949 -1.0303 0.3 0.9 0.1 -1.1425
C 1.2684 -2.6838 -2.2421 0.1 -0.2 -0.4 0.4593
C 0.8017 -2.3372 -3.5067 -0.1 -0.1 0.1 -0.2513
C 1.5398 -2.6554 -4.6333 0.0 0.0 -0.1 -0.6508
C 2.7518 -3.3135 -4.5070 0.0 0.0 0.0 -0.4117
C 3.2242 -3.6541 -3.2500 0.0 -0.1 0.0 -0.6496
C 2.4870 -3.3423 -2.1218 -0.1 0.0 -0.1 -0.3031
N -0.8149 1.8199 -0.8104 -0.2 0.1 0.0 0.2250
C 0.0437 2.5762 0.0863 0.4 0.3 0.2 -0.0878
C -0.8214 3.2276 1.1764 0.2 0.0 -0.1 -1.7463
N -1.7336 2.2777 1.7546 -0.1 0.1 -0.1 0.1394
C -1.3539 1.5019 2.8386 -0.1 -0.1 0.3 0.8005
C -0.0613 1.4822 3.3699 -0.1 0.0 0.0 -0.2871
C 0.2563 0.7195 4.4770 0.1 0.0 0.1 -0.9672
C -0.6998 -0.0585 5.1036 0.0 0.0 0.0 -0.4959
C -1.9941 -0.0487 4.6152 0.0 0.0 -0.1 -0.6809
C -2.3020 0.7241 3.5169 0.0 -0.1 0.1 0.6021
F -3.6033 0.7332 3.1134 0.2 0.1 0.0 -0.3359
C -2.6606 1.7056 0.7841 -0.3 -0.1 -0.2 -0.5156
C -2.2377 2.0423 -0.6483 -0.3 -0.1 0.0 -1.2792
H 1.7358 1.3177 -1.3625 0.1 0.0 0.2 0.4961
H 1.3596 0.0240 -2.5383 0.0 0.1 -0.1 0.4652
H -0.5221 -2.0148 -1.2438 -0.1 0.0 0.0 0.4134
H 0.5499 -3.0319 -0.2326 0.0 0.0 0.2 0.5831
H -0.1419 -1.8188 -3.6000 -0.1 0.1 0.0 0.4498
H 1.1682 -2.3877 -5.6113 0.0 0.0 -0.1 0.3945
H 3.3275 -3.5605 -5.3866 0.1 0.0 -0.1 0.3861
H 4.1702 -4.1645 -3.1488 0.1 0.0 0.0 0.3747
H 2.8579 -3.5965 -1.1410 0.1 0.0 0.1 0.3937
H 0.7470 1.8940 0.5684 0.0 0.2 0.0 0.3320
H 0.5936 3.3464 -0.4706 0.0 0.0 0.1 0.3157
H -1.4102 4.0491 0.7554 0.2 0.0 0.1 0.4314
H -0.1848 3.6500 1.9532 0.0 0.0 -0.1 0.5071
H 0.7252 2.0518 2.9038 0.1 0.1 -0.1 0.2286
H 1.2717 0.7256 4.8435 0.1 0.0 0.0 0.3905
H -0.4474 -0.6614 5.9614 0.0 -0.1 0.1 0.3896
H -2.7790 -0.6245 5.0806 -0.1 0.0 0.0 0.4438
H -3.6762 2.0804 0.9602 0.0 -0.2 -0.1 0.3011
H -2.6679 0.6180 0.8940 0.0 0.1 0.0 0.4699
H -2.7556 1.3860 -1.3490 0.0 0.2 0.1 0.4423
H -2.4733 3.0797 -0.9027 0.0 -0.1 0.0 0.3726

---

No. 3
49
Properties=species:S:1:pos:R:3:forces:R:3:mulliken_charge:R:1 method="wB97M-V/def2-TZVPD" lumo_energy_ev=0.78 homo_lumo_gap_ev=9.090 smiles=Cc1nc(N2CCC3(CC2)OCCO3)c2nnn(Cc3ccccc3F)c2n1 fmax_ev_per_a=1.5 homo_ev=-8.31 energy_ev=-35796.77211
C -1.6788 -3.7495 -0.3536 -0.1 0.0 0.0 -1.1886
C -1.3391 -2.3599 0.0762 -0.3 0.1 0.1 0.1081
N -0.0678 -1.9955 -0.0706 0.5 0.1 -0.1 -0.5549
C 0.3463 -0.7780 0.2941 -0.1 0.0 0.0 -0.5380
N 1.6322 -0.4579 0.1187 -0.1 -0.1 0.0 0.1664
C 2.1674 0.8164 0.5452 0.1 0.6 0.1 -0.7623
C 3.4015 1.1581 -0.2769 0.2 -0.2 0.1 -1.3161
C 4.5246 0.1251 -0.0328 -0.4 -0.1 0.0 1.6385
C 3.9276 -1.2653 0.2218 0.1 0.3 -0.1 -1.2583
C 2.5624 -1.4206 -0.4306 0.3 -0.5 -0.1 -0.7216
O 5.4120 0.0755 -1.1312 -0.2 -0.3 0.0 -0.5484
C 6.3964 1.0608 -0.9193 0.2 0.3 0.0 -0.4373
C 6.3945 1.2784 0.6093 0.2 0.2 -0.1 -0.4684
O 5.3219 0.4901 1.0781 -0.2 -0.3 0.1 -0.5030
C -0.6224 0.1034 0.8349 -1.3 -0.6 0.1 1.4716
N -0.6515 1.3794 1.3048 0.5 0.4 0.0 -0.0953
N -1.8414 1.6601 1.6562 -0.4 0.9 0.4 -1.2973
N -2.6511 0.6082 1.4548 0.6 -0.8 -0.2 0.8546
C -4.0629 0.6579 1.7037 -0.5 0.0 0.1 -1.1536
C -4.8255 0.8495 0.4162 -0.2 -0.2 0.0 0.3315
C -4.4203 1.7923 -0.5202 -0.1 -0.1 0.0 -0.0570
C -5.1065 1.9507 -1.7107 0.1 0.1 0.0 -0.7737
C -6.2155 1.1677 -1.9850 0.0 0.0 0.0 -0.3297
C -6.6426 0.2271 -1.0649 0.0 -0.1 0.1 -0.5743
C -5.9423 0.0814 0.1181 0.1 0.2 -0.1 0.4194
F -6.3729 -0.8326 1.0142 0.1 0.0 0.0 -0.3302
C -1.9335 -0.4081 0.9249 1.1 0.1 -0.2 0.8356
N -2.3285 -1.6259 0.5596 -0.6 0.0 0.1 -0.6125
H -1.1786 -4.4636 0.2975 0.0 -0.1 0.0 0.2556
H -1.3262 -3.9171 -1.3682 0.0 -0.1 -0.1 0.3173
H -2.7528 -3.8945 -0.2977 0.0 -0.1 0.0 0.3659
H 1.3982 1.5837 0.4315 0.2 -0.1 0.1 0.6860
H 2.4416 0.7748 1.6076 -0.1 0.1 0.0 0.1911
H 3.7561 2.1515 -0.0018 0.0 0.0 0.0 0.4420
H 3.1600 1.1576 -1.3408 0.0 0.0 0.0 0.3541
H 4.6175 -2.0102 -0.1726 0.0 0.0 0.1 0.4262
H 3.8520 -1.3965 1.3013 0.0 0.0 0.0 0.3536
H 2.6535 -1.2781 -1.5141 -0.1 -0.1 0.0 0.1638
H 2.1500 -2.4156 -0.2521 0.2 0.1 -0.1 0.5363
H 7.3446 0.6745 -1.2956 0.0 0.1 0.0 0.3342
H 6.1418 1.9849 -1.4536 0.1 -0.1 0.0 0.2585
H 6.2419 2.3329 0.8671 0.1 -0.1 0.0 0.2918
H 7.3091 0.9200 1.0870 -0.1 0.1 0.0 0.3199
H -4.2407 1.4982 2.3821 0.1 -0.2 0.0 0.3294
H -4.3668 -0.2767 2.1826 0.1 0.2 0.0 0.4420
H -3.5565 2.4046 -0.3047 0.1 0.0 0.0 0.4295
H -4.7748 2.6876 -2.4260 0.0 0.1 -0.1 0.3885
H -6.7504 1.2888 -2.9143 -0.1 0.0 -0.1 0.3724
H -7.5036 -0.3954 -1.2501 -0.1 -0.1 0.0 0.4366

---

No. 4
42
Properties=species:S:1:pos:R:3:forces:R:3:mulliken_charge:R:1 method="wB97M-V/def2-TZVPD" lumo_energy_ev=0.18 homo_lumo_gap_ev=7.905 fmax_ev_per_a=2.0 relative_energy_kj_mol=0.0 homo_ev=-7.73 energy_ev=-25705.99780
C -1.4737 -2.5094 -0.9416 -0.5 -0.5 0.6 -0.7125
C 2.1117 -2.7175 -1.4559 0.4 0.2 0.0 -0.1952
C -1.3195 -1.2739 -1.7965 -0.6 1.0 0.6 -0.5496
H -2.2459 -3.1763 -1.3923 0.5 0.2 0.3 0.2806
C 2.2193 -1.4614 -1.8975 -0.2 0.3 -0.1 -0.5285
H 2.9861 -3.1617 -0.9387 -0.6 0.4 -0.3 0.3097
H -2.2913 -1.0957 -2.2829 0.2 -0.4 -0.2 0.5598
H 3.1606 -0.8947 -1.7232 -0.7 -0.5 -0.1 0.3230
C -0.2631 -1.2566 -2.8835 0.3 0.6 -0.6 -0.8009
H -0.6768 -0.6142 -3.6783 0.1 -0.2 0.1 0.4154
H -0.1548 -2.2569 -3.3189 -0.2 0.4 -0.1 0.2690
C -0.2397 -3.3475 -0.5563 -0.3 -0.2 0.3 0.1143
H -0.6506 -4.3303 -0.3017 0.1 0.1 0.1 0.3624
H 0.1756 -2.9626 0.3921 0.1 -0.1 -0.5 -0.2381
C 0.9037 -3.6249 -1.5676 0.1 -0.7 0.3 -0.9675
H 0.5208 -3.7297 -2.5951 0.2 0.1 0.5 0.3680
H 1.2538 -4.6340 -1.2985 0.0 0.3 -0.2 0.3896
C 1.1622 -0.6758 -2.6666 0.0 0.0 -0.2 -0.3868
H 1.5429 -0.5162 -3.7046 0.0 0.0 0.7 0.3580
H 1.0764 0.3399 -2.2344 0.0 -0.4 -0.1 0.2390
Hg -1.5510 0.3485 -0.3813 1.4 0.1 -1.4 0.3610
H -1.8926 -2.0917 0.0088 0.0 -1.3 -0.5 0.2254
C 1.3866 -0.3528 3.5591 -0.4 0.0 -0.4 -0.7460
C 1.2942 0.9059 4.1577 0.0 -0.1 -0.2 -0.4448
C 0.5794 1.9171 3.5237 -0.2 -0.4 -0.6 -0.6052
C -0.1394 1.6210 2.3426 0.7 -0.6 0.5 1.0550
N -0.1056 0.3732 1.8319 0.5 -0.2 0.1 -0.0414
C 0.6797 -0.5708 2.3699 0.0 0.6 0.6 0.0352
C -0.8179 2.6592 1.5220 0.0 1.3 -0.6 0.4353
C -0.6779 4.0461 1.7913 0.0 -0.6 -0.3 -0.5813
C -1.1669 4.9880 0.8759 -0.1 -0.3 -0.2 -0.6788
C -1.7345 4.5901 -0.3431 0.1 -0.7 0.1 -0.4929
C -1.8705 3.2143 -0.6220 0.2 1.4 0.6 -0.5322
C -1.4374 2.2934 0.3176 -0.6 -0.5 0.5 -0.0460
H 1.9824 -1.1615 3.9769 -0.1 0.3 0.0 0.3849
H 1.8135 1.0952 5.0952 -0.1 0.1 -0.2 0.4087
H 0.6184 2.9403 3.8690 -0.1 -0.1 0.3 0.2856
H 0.7793 -1.5278 1.8411 -0.3 0.5 0.2 0.1386
H -0.1165 4.3796 2.6729 -0.5 0.0 -0.4 0.1940
H -1.0967 6.0473 1.1031 0.1 -0.1 0.0 0.3639
H -2.0432 5.3121 -1.0978 0.0 0.0 0.3 0.3578
H -2.2814 2.8727 -1.5729 0.0 0.3 0.2 0.3137

---

No. 5
48
Properties=species:S:1:pos:R:3:forces:R:3:mulliken_charge:R:1 method="wB97M-V/def2-TZVPD" lumo_energy_ev=-0.30 homo_lumo_gap_ev=7.994 fmax_ev_per_a=5.0 relative_energy_kj_mol=0.0 homo_ev=-8.29 energy_ev=-53350.82786
C 2.6001 3.3061 0.5938 2.4 0.3 0.2 -1.0434
C 3.4535 1.9870 0.2218 1.8 2.0 -0.1 -1.1222
H 2.0300 3.7011 -0.2535 -0.1 -0.1 0.3 0.4271
H 3.3333 4.0870 0.8431 -0.1 -0.2 -0.1 0.4352
H 2.0092 3.2308 1.5225 0.1 0.2 -0.5 0.1886
H 3.1755 1.5107 -0.7307 0.2 0.0 0.4 0.3732
H 4.4758 2.3482 0.0310 -0.2 -0.2 0.1 0.4154
H 3.5447 1.2873 1.0586 -0.2 0.0 -0.3 0.4306
C -2.4463 1.4505 -0.8173 -0.3 0.1 -0.2 0.1630
C -3.7165 1.2216 -1.3564 0.4 -0.4 -0.1 -0.8447
C -3.9231 0.0354 -2.0629 0.4 0.1 0.1 -0.3703
C -2.8682 -0.8720 -2.1643 0.6 0.2 0.3 -0.6800
H -2.2466 2.3505 -0.2324 -0.1 -0.2 -0.2 0.0594
H -4.4940 1.9607 -1.2126 0.0 -0.1 0.0 0.3983
H -4.8825 -0.1956 -2.5250 0.2 0.1 0.1 0.4157
H -2.9799 -1.8186 -2.6897 -0.2 0.4 0.2 0.2404
N -1.4230 0.6080 -0.9461 0.0 -0.4 0.0 0.1559
C -1.6215 -0.5728 -1.5645 -0.9 0.5 -0.3 0.5527
C -0.5044 -1.5601 -1.5493 0.7 -0.6 -0.2 0.3057
N 0.6251 -1.1999 -0.9066 -0.2 -0.5 0.2 0.1642
C 1.5703 -2.1273 -0.7015 -0.2 -0.1 -0.7 -0.0955
C 0.3864 -3.7726 -1.9934 0.1 0.5 0.1 -0.4851
C 1.5063 -3.4190 -1.2405 -0.2 0.3 0.2 -0.8668
H 2.4252 -1.8238 -0.0956 -0.2 0.0 -0.2 0.4532
H 2.3280 -4.1040 -1.0505 -0.2 0.0 -0.1 0.3883
C -0.6335 -2.8344 -2.1458 0.2 0.6 0.4 -0.6258
H -1.5311 -3.0548 -2.7141 0.3 -0.2 0.1 0.2812
H 0.2952 -4.7539 -2.4497 0.1 0.1 0.1 0.4227
Pb 1.0367 1.4069 0.3568 -4.2 -2.7 0.2 1.0075
I -0.7144 3.3556 1.9398 0.0 0.0 0.0 -0.4382
C 0.3506 0.6226 8.3031 0.0 0.1 0.2 -1.3618
C 0.5634 0.2180 6.8740 0.0 0.0 -0.3 0.9886
C 0.6320 -1.1297 6.5065 0.0 0.2 -0.1 -0.5930
C 0.7687 -1.5019 5.1716 0.0 0.2 -0.1 -0.3003
C 0.8446 -0.5161 4.1850 0.0 0.1 0.3 -0.0468
C 0.8159 0.8329 4.5434 -0.1 0.0 -0.1 -0.2084
C 0.6741 1.1943 5.8782 0.0 -0.2 0.0 -0.9704
S 0.9211 -0.9575 2.4551 -0.1 -0.2 1.1 1.6957
O 2.1418 -0.2400 1.9526 -0.5 0.2 -0.4 -0.6557
O 1.0180 -2.4005 2.4058 0.0 0.6 -0.3 -0.6895
O -0.2748 -0.3514 1.8427 0.6 0.0 -0.2 -0.6319
H -0.6267 0.2866 8.6702 0.1 0.0 -0.1 0.3071
H 1.1126 0.1891 8.9597 -0.1 0.1 -0.1 0.3324
H 0.3913 1.7117 8.3964 0.0 -0.2 0.1 0.3393
H 0.5669 -1.8943 7.2806 0.0 0.1 -0.2 0.3504
H 0.8076 -2.5483 4.8877 0.0 0.1 0.0 0.4875
H 0.8531 1.6173 3.7853 0.0 -0.3 0.2 -0.0137
H 0.6344 2.2516 6.1556 0.0 -0.3 -0.1 0.2641

---

No. 6
50
Properties=species:S:1:pos:R:3:forces:R:3:mulliken_charge:R:1 method="wB97M-V/def2-TZVPD" lumo_energy_ev=-1.28 homo_lumo_gap_ev=7.681 smiles="NC(=O)c1ccc(I)c([N+](=O)[O-])c1.CNC(=O)[C@H](Cc1ccccc1)NC(C)=O" fmax_ev_per_a=3.3 relative_energy_kj_mol=8.4 homo_ev=-8.96 energy_ev=-44340.27812
N 2.0624 -6.0908 -1.1102 1.0 0.7 1.0 -0.4422
C 1.8526 -5.0517 -1.9731 -1.8 -1.8 -0.6 0.3811
O 1.1018 -5.2970 -2.8995 0.0 0.9 -0.7 -0.6133
C 2.4324 -3.7176 -1.7585 1.0 1.3 0.6 0.2808
C 3.6277 -3.5524 -1.0486 -0.3 0.4 -0.2 -0.7847
C 4.1589 -2.2770 -0.8593 -0.1 0.3 -0.2 -0.4279
C 3.5153 -1.1351 -1.3510 0.2 1.2 0.0 -0.7770
I 4.6053 0.8122 -0.9888 -1.2 -1.9 -0.4 0.1106
C 2.2909 -1.2698 -2.0626 1.8 -2.5 1.2 0.9902
N 1.5382 -0.1821 -2.5670 -1.6 2.0 -1.3 0.8944
O 1.4912 0.8626 -1.9143 0.2 -1.0 -0.3 -0.4764
O 0.9395 -0.3400 -3.6375 0.8 0.0 1.2 -0.5663
C 1.7917 -2.5770 -2.2683 0.0 0.2 0.0 -0.3697
H 2.4192 -5.8831 -0.1844 -0.2 -0.4 -0.2 0.2082
H 1.4582 -6.8958 -1.2503 0.3 0.4 0.1 0.2499
H 4.1656 -4.4137 -0.6612 -0.1 0.1 -0.1 0.4421
H 5.0985 -2.1643 -0.3261 -0.2 0.0 -0.1 0.3812
H 0.8656 -2.7213 -2.8234 0.2 0.1 0.1 0.4887
C -1.1421 4.2978 -1.7926 0.2 0.0 0.5 -0.8440
N -0.0118 4.3169 -0.8636 -1.0 0.4 -1.3 -0.1274
C 0.2974 3.4377 0.0967 1.4 -0.5 1.3 0.1172
O 1.3305 3.6210 0.7278 -0.4 -0.5 0.1 -0.7117
C -0.6123 2.2122 0.3626 -0.2 -0.4 0.2 -0.0240
C -1.9272 2.5799 1.0805 -0.1 0.2 0.4 -1.0801
C -2.8678 1.4161 1.3337 0.0 -0.3 0.0 0.2971
C -3.7296 0.9667 0.3149 -0.1 -0.7 1.0 -0.2937
C -4.6005 -0.1125 0.5517 0.6 0.3 0.6 -0.6604
C -4.6116 -0.7456 1.8071 0.5 0.7 -0.2 -0.3933
C -3.7545 -0.2969 2.8271 0.0 0.5 -0.9 -0.7062
C -2.8870 0.7842 2.5914 -0.6 -0.4 -0.6 -0.3038
N 0.0826 1.0986 1.0344 -0.4 0.6 -1.6 0.1639
C 0.5898 1.1004 2.2691 0.3 0.6 1.9 0.8039
C 1.5084 -0.0536 2.5976 0.0 0.1 -0.1 -1.3173
O 0.3316 1.9312 3.1290 -0.2 0.0 -0.4 -0.6272
H -0.9295 4.9568 -2.6364 0.0 -0.1 0.1 0.3514
H -2.0424 4.6574 -1.2917 -0.1 0.0 -0.2 0.2720
H -1.3122 3.2919 -2.1785 0.0 0.1 0.0 0.2778
H 0.6489 5.0756 -0.9452 0.0 -0.1 0.1 0.3006
H -0.8960 1.8303 -0.6158 0.0 -0.2 -0.1 0.4840
H -1.6932 3.0599 2.0309 0.1 -0.1 0.0 0.4070
H -2.4634 3.3185 0.4875 0.0 0.1 -0.2 0.5410
H -3.7267 1.4525 -0.6496 0.0 0.1 -0.1 0.4026
H -5.2636 -0.4543 -0.2304 0.0 0.0 0.0 0.3836
H -5.2809 -1.5749 1.9893 0.0 0.0 0.0 0.3782
H -3.7651 -0.7783 3.7947 0.0 0.0 0.0 0.3816
H -2.2326 1.1324 3.3793 0.1 0.1 0.0 0.4812
H 0.3642 0.3345 0.4461 0.1 0.1 -0.2 0.1197
H 2.3484 -0.0459 1.9057 0.1 -0.2 -0.1 0.2546
H 1.8753 0.0714 3.6154 -0.1 0.0 -0.1 0.3743
H 0.9578 -0.9879 2.5153 0.1 -0.2 0.0 0.3277